<one>
Below is a cluster of 2 separate species, C3H10NS in total, with properties calculated with ωB97M-V with the def2-TZVPD basis set.

```
15
C3H10NS, DFT ωB97M-V with the def2-TZVPD basis set
C 1.51 -1.18 -0.54
N 1.91 -2.09 0.34
H 0.61 -1.35 -1.12
H 2.12 -0.31 -0.71
H 1.94 -3.08 0.15
H 2.26 -1.90 1.27
C -1.67 1.43 -0.70
C -1.37 0.68 0.59
S 0.39 0.39 1.02
H -2.69 1.79 -0.53
H -1.02 2.29 -0.86
H -1.54 0.84 -1.59
H -1.92 -0.23 0.73
H -1.66 1.31 1.43
H 1.13 1.40 0.52
```

Output
Frontier orbital gap, eV: 8.97
Charge: +1
E_HOMO, eV: -13.951

=====

<two>
Below is the ion C3H10NS with charge +1, with properties calculated with ωB97M-V with the def2-TZVPD basis set.

```
15
C3H10NS, DFT ωB97M-V with the def2-TZVPD basis set
C -1.60 1.25 -1.16
C -0.58 0.70 -0.13
N -1.43 -0.31 0.75
C 0.75 0.21 -0.64
S 1.51 -0.94 0.58
H -2.29 1.94 -0.69
H -1.06 1.83 -1.91
H -2.04 0.38 -1.66
H -0.52 1.44 0.67
H -0.98 -0.46 1.65
H -1.46 -1.21 0.28
H -2.32 0.16 0.93
H 1.33 1.12 -0.81
H 0.66 -0.22 -1.64
H 2.61 -0.21 0.69
```

Output
Frontier orbital gap, eV: 10.09
Charge: +1
SMILES: C[C@@H]([NH3+])CS
E_HOMO, eV: -13.669

=====

Most stable one: <two>, least stable one: <one>.

=====

<one>
Below is a structure of composition C3H10NS, with properties calculated with ωB97M-V with the def2-TZVPD basis set.

```
15
C3H10NS, DFT ωB97M-V with the def2-TZVPD basis set
C 1.53 -0.46 0.29
N 2.20 -0.79 -0.88
H 1.65 -1.04 1.20
H 1.83 0.58 0.68
H 2.93 -1.32 -0.51
H 1.61 -1.19 -1.55
C -0.04 1.77 -0.71
S -0.53 -0.26 0.13
C -2.64 0.00 0.97
H 0.26 2.21 0.29
H -0.94 1.66 -1.14
H 0.71 1.26 -1.36
H -2.86 -1.06 1.43
H -2.23 0.71 1.61
H -3.11 -0.02 0.05
```

Output
Frontier orbital gap, eV: 7.75
Charge: +1
E_HOMO, eV: -14.004

=====

<two>
Below is a structure of composition C3H10NS, with properties calculated with ωB97M-V with the def2-TZVPD basis set.

```
15
C3H10NS, DFT ωB97M-V with the def2-TZVPD basis set
C -0.96 0.39 -1.09
N -1.89 -0.60 -0.60
H -1.40 1.38 -1.04
H -0.67 0.12 -2.11
H -1.56 -1.51 -0.35
H -2.69 -0.59 -1.23
C 2.11 -1.02 0.20
S 0.67 0.43 -0.15
C -0.47 0.59 1.88
H 2.92 -0.40 0.54
H 1.71 -1.76 0.88
H 2.21 -1.31 -0.84
H -0.46 1.65 1.66
H 0.21 0.03 2.50
H -1.25 -0.09 1.57
```

Output
Frontier orbital gap, eV: 8.95
Charge: +1
E_HOMO, eV: -13.830

=====

Most stable one: <two>, least stable one: <one>.

=====

<one>
Below is a cluster of 12 separate species, C5H36N2O11 in total, with properties calculated with ωB97M-V with the def2-TZVPD basis set.

```
54
C5H36N2O11, DFT ωB97M-V with the def2-TZVPD basis set
C 3.28 0.33 0.91
C 2.34 -0.87 0.74
C 0.86 -0.59 0.64
C 0.29 0.07 -0.62
N 1.13 1.23 -1.03
N 0.08 -1.85 0.75
C 0.40 -2.62 1.96
H 4.30 0.02 1.16
H 3.38 0.93 0.02
H 3.02 0.98 1.74
H 2.57 -1.47 1.62
H 2.64 -1.44 -0.13
H 0.59 0.07 1.48
H -0.76 0.30 -0.44
H 0.33 -0.63 -1.46
H 0.60 1.88 -1.60
H 1.35 1.82 -0.22
H -0.87 -1.56 0.91
H 0.60 -2.00 2.84
H -0.43 -3.29 2.15
H 1.31 -3.20 1.85
O 0.90 2.82 1.65
H 1.29 3.67 1.86
H 0.90 2.29 2.47
O -1.89 2.60 1.76
H -1.18 2.87 1.14
H -2.04 3.39 2.29
O -0.59 -3.51 -2.06
H 0.06 -3.17 -2.71
H -0.31 -3.15 -1.20
O -0.55 1.12 3.60
H -0.74 0.20 3.81
H -1.14 1.39 2.86
O 3.26 -0.12 -2.43
H 2.53 0.43 -2.05
H 3.90 -0.16 -1.71
O -0.76 4.19 -0.32
H -1.51 4.22 -0.94
H -0.21 3.54 -0.77
O -3.54 0.41 1.26
H -4.19 0.50 1.97
H -3.04 1.25 1.23
O -2.76 -0.56 -1.29
H -3.01 -1.49 -1.49
H -3.30 -0.30 -0.53
O 1.72 -2.26 -3.16
H 2.26 -1.53 -2.78
H 1.84 -2.14 -4.12
O -1.68 2.10 -2.31
H -2.12 1.47 -1.72
H -2.01 1.95 -3.21
O -3.38 -3.23 -1.62
H -3.20 -3.51 -0.72
H -2.52 -3.39 -2.07
```

Output
Frontier orbital gap, eV: 9.45
SMILES: CC[C@@H](CN)NC.O.O.O.O.O.O.O.O.O.O.O
E_HOMO, eV: -9.303

=====

<two>
Below is a cluster of 12 separate species, C5H36N2O11 in total, with properties calculated with ωB97M-V with the def2-TZVPD basis set.

```
54
C5H36N2O11, DFT ωB97M-V with the def2-TZVPD basis set
C -1.21 3.04 0.31
C -0.15 2.15 -0.29
N -0.10 0.90 0.50
C -0.36 1.81 -1.79
N 0.98 1.44 -2.31
C 0.75 0.38 -3.32
C 1.52 2.65 -2.93
H -0.77 3.83 0.96
H -1.59 3.78 -0.40
H -1.91 2.59 0.99
H 0.88 2.50 -0.24
H 0.64 0.33 0.13
H -0.93 0.32 0.47
H -0.96 0.90 -1.76
H -0.89 2.55 -2.38
H 0.23 -0.37 -2.74
H 0.31 0.76 -4.25
H 1.71 -0.09 -3.57
H 1.39 3.39 -2.13
H 1.04 2.98 -3.85
H 2.60 2.58 -2.99
O 0.14 -2.15 -1.49
H -0.58 -2.77 -1.31
H 0.94 -2.64 -1.29
O 2.87 1.65 1.47
H 1.91 1.61 1.37
H 3.24 2.16 0.74
O -1.42 -3.92 0.14
H -2.22 -3.40 0.31
H -0.73 -3.33 0.48
O -0.05 1.55 4.05
H -0.71 0.86 3.94
H -0.50 1.90 4.84
O -1.91 -1.62 -4.06
H -2.20 -2.17 -3.34
H -1.29 -0.98 -3.70
O 2.29 -0.64 3.01
H 2.22 0.29 3.27
H 3.06 -0.76 2.46
O 0.19 -2.28 2.09
H 0.68 -3.00 2.50
H 0.59 -1.47 2.41
O -3.23 -1.73 -0.95
H -3.62 -1.53 -0.09
H -3.59 -2.63 -1.04
O -1.38 -1.69 3.90
H -0.79 -2.15 3.28
H -1.00 -1.82 4.77
O -3.36 -0.65 1.81
H -2.40 -0.74 1.90
H -3.53 0.06 2.44
O 4.50 1.24 -2.12
H 3.55 1.10 -2.02
H 4.88 1.19 -1.25
```

Output
Frontier orbital gap, eV: 9.24
SMILES: C[C@@H](N)CN(C)C.O.O.O.O.O.O.O.O.O.O.O
E_HOMO, eV: -9.207

=====

<three>
Below is a cluster of 12 separate species, C5H36N2O11 in total, with properties calculated with ωB97M-V with the def2-TZVPD basis set.

```
54
C5H36N2O11, DFT ωB97M-V with the def2-TZVPD basis set
C -0.38 -1.62 -2.94
C 1.06 -1.23 -2.79
N 1.11 -0.65 -1.51
C 2.51 -0.38 -0.89
C 2.97 0.95 -1.30
C 4.19 0.81 -2.13
N 3.28 1.70 0.07
H -0.81 -2.57 -2.52
H -1.06 -0.82 -2.49
H -0.58 -1.67 -3.96
H 1.74 -2.07 -2.99
H 1.26 -0.53 -3.60
H 0.56 -1.28 -0.90
H 3.23 -1.19 -1.14
H 2.36 -0.51 0.26
H 2.16 1.64 -1.74
H 3.85 0.87 -3.28
H 4.88 0.11 -1.90
H 4.86 1.76 -1.99
H 4.20 1.40 0.26
H 3.19 2.69 0.02
O 4.72 -2.39 0.27
H 4.03 -2.00 -0.37
H 4.79 -3.13 -0.33
O -1.59 -0.06 3.53
H -0.74 -0.56 3.41
H -1.77 -0.27 4.41
O -4.54 -2.51 -1.55
H -3.79 -3.01 -1.82
H -4.01 -1.63 -1.31
O -2.27 2.14 1.75
H -2.73 1.30 1.29
H -1.65 1.66 2.33
O -4.45 0.55 2.23
H -4.45 1.47 2.41
H -3.92 0.13 2.88
O -1.46 -3.13 0.09
H -2.20 -3.55 -0.41
H -1.09 -2.36 -0.21
O -0.10 0.71 0.79
H 0.16 0.35 1.69
H 0.75 1.01 0.54
O 2.27 4.56 0.58
H 2.71 4.58 1.35
H 1.38 4.67 0.80
O -3.73 -0.14 -0.50
H -4.37 -0.07 0.07
H -3.44 0.92 -0.56
O 0.89 -1.52 3.54
H 0.77 -1.99 4.24
H 1.45 -1.91 2.89
O -2.36 2.26 -1.32
H -1.66 2.00 -1.88
H -2.00 2.29 -0.33
```

Output
Frontier orbital gap, eV: 9.34
SMILES: CCNC[C@H](C)N.O.O.O.O.O.O.O.O.O.O.O
E_HOMO, eV: -9.340

=====

Most stable one: <one>, least stable one: <three>.

=====

<one>
Below is a structure of composition C4H10N4O, with properties calculated with ωB97M-V with the def2-TZVPD basis set.

```
19
C4H10N4O, DFT ωB97M-V with the def2-TZVPD basis set
C 1.63 -1.12 0.19
C 0.04 -1.04 0.71
C -1.23 0.57 -0.51
C -2.04 1.84 -0.15
H 4.12 -1.83 -1.44
H 3.72 -0.70 -0.27
H 2.02 -0.13 0.52
H -0.22 -0.90 2.03
H -0.63 -1.85 0.28
H -0.30 1.06 1.52
H -0.69 -0.97 -1.45
H -2.89 1.92 -0.84
H -1.59 2.75 -0.50
H -3.61 2.26 0.91
N 3.74 -1.76 -0.54
N 2.22 -1.91 -0.55
N -0.56 0.25 0.48
N -1.18 -0.11 -1.66
O -2.55 1.69 1.26
```

Output
Frontier orbital gap, eV: 8.52
E_HOMO, eV: -8.545

=====

<two>
Below is a cluster of 2 separate species, C4H10N4O in total, with properties calculated with ωB97M-V with the def2-TZVPD basis set.

```
19
C4H10N4O, DFT ωB97M-V with the def2-TZVPD basis set
C -0.22 1.00 -2.16
C -0.57 0.57 -0.95
C -1.53 0.96 0.08
N -0.15 0.71 0.49
N 0.66 1.76 1.00
H 0.75 0.76 -2.58
H -0.95 1.46 -2.81
H -2.26 0.27 0.49
H -1.81 2.01 0.13
H 1.24 1.34 1.73
H 1.34 1.93 0.25
N -0.08 -1.58 1.65
C 0.81 -1.14 0.64
N 0.39 -1.66 -0.68
O 1.97 -0.76 0.79
H -0.17 -2.58 1.70
H -0.35 -0.79 2.23
H -0.25 -2.45 -0.70
H 1.19 -1.81 -1.29
```

Output
Frontier orbital gap, eV: 9.45
SMILES: C=C1CN1N.NC(N)=O
E_HOMO, eV: -8.545

=====

<three>
Below is a cluster of 2 separate species, C4H10N4O in total, with properties calculated with ωB97M-V with the def2-TZVPD basis set.

```
19
C4H10N4O, DFT ωB97M-V with the def2-TZVPD basis set
C 3.14 0.90 -0.11
C 2.23 -0.16 -0.66
O 2.53 -0.95 -1.52
N 0.97 -0.18 -0.09
C 0.59 0.64 0.88
N 0.36 1.37 1.73
H 3.27 0.76 0.96
H 4.10 0.86 -0.61
H 2.69 1.89 -0.26
H 0.29 -0.87 -0.40
C -2.42 0.27 -0.76
N -1.84 -0.23 0.47
N -1.84 -1.66 0.49
H -2.31 1.35 -0.77
H -3.48 0.01 -0.88
H -1.87 -0.16 -1.60
H -2.33 0.17 1.27
H -1.33 -1.96 1.32
H -2.78 -2.05 0.54
```

Output
Frontier orbital gap, eV: 10.04
SMILES: CC(=O)NC#N.CNN
E_HOMO, eV: -9.275

=====

Most stable one: <three>, least stable one: <one>.

=====

<one>
Below is a cluster of 2 separate species, CO4S in total, with properties calculated with ωB97M-V with the def2-TZVPD basis set.

```
6
CO4S, DFT ωB97M-V with the def2-TZVPD basis set
C 0.90 0.43 1.12
O 1.80 0.27 0.41
O -1.46 -1.49 -1.57
O -0.56 0.42 -0.36
O 0.22 0.53 2.04
S -0.91 -0.16 -1.65
```

Output
Frontier orbital gap, eV: 10.28
E_HOMO, eV: -12.177

=====

<two>
Below is a cluster of 2 separate species, CO4S in total, with properties calculated with ωB97M-V with the def2-TZVPD basis set.

```
6
CO4S, DFT ωB97M-V with the def2-TZVPD basis set
C -1.48 0.10 0.12
O -1.97 -0.38 -0.82
O 1.70 1.08 -0.63
O -1.16 0.39 1.18
O 0.97 -1.14 -0.05
S 1.93 -0.05 0.19
```

Output
Frontier orbital gap, eV: 10.85
E_HOMO, eV: -12.385

=====

Most stable one: <two>, least stable one: <one>.